Record 1
110
Properties=species:S:1:pos:R:3 method="wB97M-V/def2-TZVPD" orbital_gap_ev=3.13 relative_energy_kcal_mol=16.45 charge=-1 total_energy_ha=-3931.15752
S 1.708 1.940 -1.188
O 0.250 0.757 6.348
O -1.974 2.689 -2.983
O -2.512 -1.494 2.936
O 0.998 6.581 6.457
O 0.998 -0.450 -3.339
O -0.144 5.272 7.732
O -0.911 5.371 2.248
O -3.422 -5.828 1.537
O 4.784 -3.840 -1.478
O -2.441 -4.524 -2.268
O -0.052 5.091 -2.687
O 0.244 6.676 0.984
O 2.592 -0.652 -4.780
O -2.785 2.231 -1.921
O -3.811 -6.393 3.579
O 7.654 4.205 -3.915
O -2.010 -8.535 -3.904
O 1.643 4.758 -3.970
O -6.158 -3.170 6.778
O -0.479 -0.933 3.380
O 6.052 0.041 -7.560
O -0.390 -4.007 -1.859
O 5.741 3.426 -3.297
O -2.685 -8.361 -5.943
O -1.448 1.068 7.645
O 3.663 -5.132 -0.168
O 6.670 2.064 -7.148
O -4.758 -1.671 6.118
N -3.370 -6.598 2.470
N -5.643 -2.475 5.929
N 0.010 5.940 6.725
N -0.326 1.318 7.260
N 3.794 -4.471 -1.177
N -2.126 -7.938 -4.952
N 1.414 -0.595 -4.459
N 6.943 3.530 -3.202
N -0.751 6.035 1.248
N -1.654 -1.029 3.659
N -1.563 -4.072 -1.560
N 6.132 1.020 -6.848
N 1.075 5.326 -3.068
C -2.786 0.759 -2.051
C -0.097 0.887 0.693
C -1.471 0.085 -1.482
C 1.215 0.507 -0.087
C 7.610 2.765 -2.118
C -2.711 -7.908 2.240
C -1.103 5.971 5.743
C -1.534 -6.578 -5.023
C 0.397 -0.711 -5.532
C 1.815 6.398 -2.359
C -1.858 6.076 0.260
C -1.965 -3.562 -0.229
C 2.651 -4.427 -2.124
C -2.090 -0.544 4.993
C 5.521 0.941 -5.495
C -6.129 -2.615 4.532
C 0.400 2.405 7.963
C -1.465 0.420 0.057
H -0.183 3.319 7.848
H -3.447 -8.684 2.435
H 1.887 6.109 -1.313
H -0.127 1.986 0.894
H 8.322 2.089 -2.584
H 1.382 2.515 7.513
H -1.770 -0.521 0.594
H 8.113 3.482 -1.473
H -1.915 5.354 6.116
H -2.016 -5.968 -4.260
H 2.062 0.428 0.638
H -3.707 0.333 -1.593
H -6.914 -3.365 4.512
H -2.742 0.586 -3.161
H 1.249 7.319 -2.476
H 5.080 -0.043 -5.367
H 0.484 2.120 9.009
H -2.413 -4.389 0.320
H -1.873 -7.978 2.930
H -0.722 5.579 4.801
H 3.000 -4.823 -3.075
H -1.223 -0.158 5.532
H 6.854 2.213 -1.567
H 0.907 -0.836 -6.483
H -5.283 -2.922 3.920
H -1.419 7.005 5.639
H -6.509 -1.646 4.219
H -2.680 -2.757 -0.389
H 1.091 -0.438 -0.652
H 6.313 1.106 -4.770
H -1.714 -6.171 -6.013
H 2.802 6.490 -2.804
H -1.531 3.504 -2.723
H -0.468 -6.674 -4.833
H 4.761 1.715 -5.431
H -2.236 1.188 0.349
H 1.843 -5.031 -1.727
H -0.029 0.397 1.707
H -0.220 -1.578 -5.304
H -1.471 5.686 -0.680
H -2.166 7.114 0.160
H 1.329 1.638 -2.480
H -2.676 5.463 0.624
H -2.528 -1.388 5.518
H -2.368 -7.949 1.210
H -1.082 -3.191 0.283
H -0.193 0.203 -5.524
H -0.662 0.584 -2.059
H -2.826 0.240 4.829
H 2.342 -3.388 -2.220

***

Record 2
77
Properties=species:S:1:pos:R:3 method="wB97M-V/def2-TZVPD" orbital_gap_ev=9.88 relative_energy_kcal_mol=36.58 charge=0 smiles=COC[C@H](C)N.COC[C@H](C)N.COC[C@H](C)N.COC[C@H](C)N.CCO total_energy_ha=-1310.88034
O -0.404 3.288 -3.830
O 0.942 1.524 2.803
O 0.245 -2.822 -4.653
O 4.356 1.706 5.721
O -2.717 -0.606 3.468
N -0.451 1.572 -7.041
N -4.650 -2.682 1.048
N 1.895 -0.479 -3.958
N 2.656 -0.798 3.628
C 1.186 -0.782 -1.627
C -0.045 -2.033 -3.529
C -3.707 -1.632 1.432
C -2.450 2.588 -6.052
C -4.389 -0.296 1.033
C 0.635 1.184 1.475
C -2.456 -0.647 4.848
C -0.364 2.139 -4.641
C 0.292 3.187 -2.588
C -0.355 -4.091 -4.626
C -0.930 2.513 -6.006
C 3.616 -0.293 4.651
C 5.047 -0.642 4.165
C -0.628 0.306 1.373
C 3.954 1.586 7.053
C -3.471 -1.654 2.925
C 3.400 1.216 4.757
C 1.257 -1.414 -3.014
H 0.664 1.784 -4.738
H -0.070 -4.647 -3.725
H 5.256 -1.689 4.387
H 2.469 -0.923 -4.671
H -0.566 3.493 -6.324
H 2.583 -1.809 3.593
H -1.932 0.265 5.124
H 0.170 4.169 -2.140
H 1.409 0.655 0.907
H -3.706 0.559 1.140
H -4.500 -0.227 -0.055
H -0.853 0.665 -6.813
H 1.321 2.853 -2.715
H -5.086 -2.597 0.138
H -3.172 -2.662 3.236
H 0.151 -0.805 -1.259
H -1.451 -4.083 -4.619
H -2.893 1.593 -5.990
H 4.650 0.950 7.616
H 1.815 -1.146 -0.814
H 3.160 -0.575 2.774
H 5.775 -0.017 4.686
H 2.957 1.172 7.222
H 3.330 -0.798 5.575
H -0.868 1.864 -7.917
H -0.327 -0.740 1.421
H -0.933 1.277 -4.260
H -1.932 -1.538 5.198
H 0.440 2.091 0.901
H 3.575 1.766 3.836
H -1.263 0.636 2.189
H -2.758 3.128 -6.948
H -5.476 -2.558 1.633
H -0.738 -1.212 -3.768
H -0.558 -2.571 -2.726
H 2.423 1.439 5.191
H 5.167 -0.495 3.091
H -1.121 0.499 0.418
H 1.900 -2.291 -2.885
H -4.465 -1.503 3.384
H -3.422 -0.580 5.367
H 1.122 0.731 3.331
H 1.142 -0.158 -4.567
H -2.780 -1.694 0.861
H -0.231 2.490 -1.925
H 4.017 2.519 7.623
H -2.840 3.191 -5.225
H -5.329 -0.041 1.518
H 1.371 0.295 -1.586
H -0.062 -4.662 -5.505

***

Record 3
121
Properties=species:S:1:pos:R:3 method="wB97M-V/def2-TZVPD" orbital_gap_ev=6.29 charge=-1 total_energy_ha=-5057.48442
I -0.888 2.802 -1.039
S -1.385 -1.127 -0.686
Al -2.577 0.834 -1.130
F -2.372 -2.504 -0.749
O 12.854 -1.030 2.187
O 1.954 6.930 0.852
O 4.998 -6.189 -8.856
O -2.104 8.067 -2.913
O 2.903 -6.640 -8.559
O 0.763 5.731 4.963
O -11.428 2.632 2.045
O 10.162 0.299 0.068
O -8.717 -2.016 -1.743
O -10.909 -4.045 3.656
O -3.135 8.031 6.012
O 4.121 -0.284 -1.404
O -10.312 -5.135 -3.167
O -10.829 1.149 3.500
O 7.113 -4.106 -0.184
O -1.461 6.137 -3.648
O -0.938 4.459 4.565
O -10.781 -3.399 -4.366
O 8.313 3.598 4.261
O -5.340 -0.823 -1.163
O 9.817 -0.688 -1.823
O -8.957 -1.768 0.394
O -11.750 -2.232 4.482
O 13.132 -1.294 0.059
O 4.266 -5.267 -3.401
O -0.759 -0.966 0.671
O -4.015 7.065 4.289
O 7.463 -3.104 1.700
O 4.910 -2.006 -2.447
O 4.913 -7.210 -4.094
O -0.255 -1.205 -1.679
O 9.555 4.042 2.548
O 0.261 5.640 0.465
N -10.827 -2.901 4.060
N 10.056 0.290 -1.145
N 0.057 4.763 5.188
N -9.154 -2.348 -0.664
N 7.352 -3.121 0.489
N -1.281 7.180 -3.058
N -11.594 1.608 2.676
N 1.254 5.958 1.081
N 9.049 3.280 3.348
N 4.020 -6.377 -8.157
N 4.041 -1.421 -1.823
N 12.670 -1.611 1.137
N -3.107 7.627 4.863
N 5.091 -6.147 -3.526
N -10.572 -4.583 -4.221
C 7.527 -1.828 -0.220
C 4.214 -6.274 -6.687
C 0.442 3.878 6.316
C -10.637 -5.443 -5.430
C -1.853 7.838 4.095
C -12.842 0.842 2.425
C -9.480 -2.273 4.031
C 2.783 -2.167 -1.556
C 1.646 5.079 2.211
C 10.235 1.587 -1.846
C 11.800 -2.815 1.180
C -10.007 -3.564 -0.616
C -4.041 1.047 0.262
C 0.063 7.388 -2.462
C 9.362 1.837 3.190
C 6.436 -5.917 -2.938
C -5.062 -0.289 0.195
C -6.518 0.009 -0.517
H 0.232 6.586 -1.745
H 1.827 4.085 1.804
H 2.547 5.478 2.670
H -13.426 1.365 1.672
H 3.265 -6.464 -6.194
H 6.452 -4.937 -2.467
H 1.345 4.271 6.777
H -3.274 0.803 -2.556
H 7.160 -5.967 -3.749
H 9.018 1.532 2.204
H -8.823 -2.875 4.656
H -2.099 8.446 3.226
H -5.054 -1.024 1.104
H -9.557 -1.260 4.416
H 7.403 -1.993 -1.287
H -1.135 8.349 4.731
H -10.981 -3.267 -0.233
H 3.045 -3.052 -0.977
H 11.726 -3.228 0.178
H 0.617 2.884 5.908
H -12.555 -0.147 2.074
H 10.113 1.426 -2.914
H 6.768 -1.143 0.154
H -10.875 -4.821 -6.289
H -6.563 0.617 -1.455
H 12.263 -3.529 1.859
H 8.846 1.279 3.968
H 0.081 8.357 -1.968
H -1.481 6.859 3.799
H -0.384 3.873 7.025
H 2.351 -2.437 -2.517
H -3.674 1.057 1.336
H 0.790 7.354 -3.271
H 2.106 -1.527 -0.996
H 10.441 1.722 3.284
H -9.662 -5.912 -5.551
H -4.688 1.942 0.049
H -7.333 -0.630 -0.085
H 9.476 2.271 -1.469
H 10.823 -2.501 1.543
H -10.094 -3.971 -1.624
H -9.522 -4.277 0.048
H -11.414 -6.186 -5.263
H 0.824 5.071 2.917
H 4.952 -7.019 -6.402
H 8.528 -1.467 0.001
H 4.566 -5.267 -6.473
H -13.386 0.784 3.365
H 11.237 1.945 -1.620
H -9.144 -2.267 2.994
H 6.611 -6.701 -2.204

***

Record 4
89
Properties=species:S:1:pos:R:3 method="wB97M-V/def2-TZVPD" orbital_gap_ev=6.73 charge=-1 total_energy_ha=-4801.52294
Ag 2.264 -0.115 -1.271
S -4.282 -2.442 -3.029
S 2.727 -4.854 -3.832
S -3.483 0.161 4.847
S 1.308 2.447 5.012
S 2.123 5.373 -0.472
S -1.234 1.509 -5.152
S -3.536 3.370 -0.050
S 4.656 -3.783 1.087
O 5.238 -3.580 -0.275
O 3.714 -5.322 -4.905
O -2.669 1.631 -4.702
O 0.395 -1.676 -1.275
O 3.501 5.246 -1.136
O -0.162 2.758 5.242
O 0.821 1.085 0.261
O -5.434 -2.557 -2.043
O -4.451 4.563 -0.194
O -2.973 -1.258 5.148
C 1.422 1.202 3.668
C -0.604 3.213 -5.152
C 2.954 -3.139 1.019
C -3.514 -0.811 -2.732
C -2.507 0.837 3.391
C -4.579 1.817 0.055
C -2.430 1.212 6.075
C -2.767 2.956 -1.687
C -0.239 -1.238 -0.061
C 3.090 -3.082 -3.466
C 0.820 4.280 -1.248
C 1.793 1.392 6.508
C -0.393 0.302 0.191
C 3.606 -5.542 -2.328
C -0.113 0.882 -3.802
C 2.085 4.383 1.141
C 4.449 -5.583 1.415
C -3.020 -3.543 -2.284
H -5.306 1.743 -0.753
H 2.515 -2.407 -4.100
H -3.181 3.603 -2.460
H -0.026 4.247 -0.561
H 1.315 1.783 2.752
H -3.024 1.225 6.989
H 0.255 -1.718 0.784
H -1.432 0.861 3.565
H -3.026 -4.462 -2.871
H -1.243 -1.661 -0.047
H 3.926 -5.819 2.342
H 2.353 -3.375 1.897
H 2.447 0.833 3.648
H -4.261 -0.043 -2.932
H 0.329 4.646 -2.150
H 3.689 -6.623 -2.436
H 3.010 -5.214 -1.476
H 4.634 -5.189 -2.250
H 1.228 0.488 6.733
H 2.764 4.717 1.926
H -2.228 2.241 5.781
H -5.188 1.778 0.959
H -0.534 3.549 -4.118
H -2.725 1.902 -1.962
H 3.007 -2.051 1.052
H 4.158 -2.870 -3.516
H -3.142 -0.786 -1.708
H -0.146 -0.193 -3.627
H 0.393 3.297 -5.585
H 2.778 -2.922 -2.434
H -1.031 0.814 -0.529
H 0.764 0.333 3.652
H 1.085 3.223 -1.278
H 2.865 1.195 6.510
H -2.030 -3.093 -2.350
H 1.742 2.029 7.391
H 2.378 -3.466 0.153
H -1.013 0.347 1.087
H -3.923 0.951 -0.033
H -1.762 3.357 -1.553
H -2.652 -0.734 -3.395
H -0.353 1.337 -2.840
H -1.256 3.938 -5.640
H 5.441 -6.034 1.378
H -2.887 1.850 3.261
H 2.355 3.359 0.886
H -2.858 0.214 2.568
H 3.887 -6.077 0.623
H 0.929 1.168 -3.940
H -1.501 0.708 6.341
H -3.164 -3.629 -1.206
H 1.070 4.535 1.507

***

Record 5
93
Properties=species:S:1:pos:R:3 method="wB97M-V/def2-TZVPD" orbital_gap_ev=8.54 charge=0 total_energy_ha=-6948.69068
Br -2.580 -2.918 0.443
S 4.640 6.824 2.502
S -5.831 1.610 -1.456
S 1.944 -4.515 -1.689
S -8.370 -6.774 0.113
S -4.923 -3.938 4.130
S 6.187 3.273 -3.921
P -1.240 -2.209 -1.173
O 5.689 3.843 -2.647
O -5.078 -4.834 2.952
O 0.943 -0.674 -0.186
O 4.983 6.138 1.234
O 0.962 1.677 -0.075
O 2.749 -4.518 -2.938
O -8.546 -7.681 -1.051
O -5.078 2.493 -0.526
O -1.111 0.532 0.003
O -2.405 -1.463 -2.095
O -0.707 2.776 -2.692
C 4.640 5.562 3.782
C -6.760 -6.008 -0.049
C 4.534 2.259 1.037
C 0.626 -5.710 -1.916
C 2.852 0.536 -1.444
C 2.871 -5.471 -0.481
C -3.302 -3.183 4.009
C -4.537 -5.003 5.523
C -7.435 1.335 -0.699
C 6.132 7.658 3.058
C -1.872 4.177 -0.866
C 4.866 1.714 -0.356
C 7.958 3.048 -3.730
C 4.184 0.367 -0.648
C -1.343 4.820 0.428
C -7.933 -7.808 1.515
C -5.201 -0.046 -1.213
C 6.288 4.637 -5.086
B -1.038 2.955 -1.340
B 1.596 0.523 -0.536
B -0.403 1.701 -0.355
B -0.431 -0.624 -0.303
H 4.559 2.457 -1.091
H -1.877 4.920 -1.677
H 6.336 8.458 2.351
H -6.539 -5.441 0.857
H 3.765 -4.902 -0.239
H -2.549 -3.956 3.857
H -7.667 -7.173 2.360
H 6.851 5.451 -4.630
H -3.703 -5.651 5.255
H -5.225 -0.281 -0.148
H -8.805 -8.412 1.758
H -7.289 1.001 0.328
H 5.967 8.075 4.052
H 5.575 5.006 3.734
H 4.514 6.032 4.758
H 4.864 3.297 1.141
H -6.792 -5.343 -0.909
H -1.162 4.080 1.213
H 8.398 3.978 -3.371
H -0.040 -5.311 -2.678
H -5.423 -5.600 5.731
H -4.174 -0.086 -1.573
H 1.053 -6.657 -2.245
H 6.956 6.945 3.065
H -1.973 -1.032 -2.834
H 2.773 -0.233 -2.218
H -6.008 -6.782 -0.206
H -0.398 5.338 0.244
H 2.264 -5.607 0.414
H -2.043 5.560 0.822
H 0.080 -5.828 -0.980
H -3.312 -2.505 3.158
H 6.765 4.297 -6.005
H 0.090 3.233 -2.943
H 3.801 4.899 3.580
H 4.841 -0.266 -1.250
H -7.099 -8.451 1.235
H -7.985 0.592 -1.277
H 2.878 1.504 -1.958
H -2.918 3.869 -0.735
H 3.449 2.266 1.194
H 3.145 -6.432 -0.917
H 5.953 1.627 -0.443
H 8.105 2.258 -2.998
H -4.293 -4.390 6.390
H 4.994 1.652 1.823
H -5.809 -0.751 -1.780
H 8.392 2.753 -4.685
H -3.100 -2.621 4.920
H 3.994 -0.156 0.296
H 5.271 4.958 -5.295
H -7.969 2.283 -0.711

***

Look up the charge of the third one. -1